# 1
{
  "formula": "C15H38CuN2O6P2",
  "method": "ωB97M-V/def2-TZVPD",
  "total_charge": 2,
  "homo_ev": [-16.44, -16.57],
  "mol_weight_g_mol": 467.97,
  "s_squared": 0.752,
  "homo_lumo_gap_ev": [11.27, 9.59],
  "multiplicity": 2,
  "e_tot_ev": -94647.4812,
  "elements": ["Cu", "N", "C", "C", "N", "H", "H", "H", "H", "H", "H", "H", "H", "C", "C", "C", "O", "P", "O", "C", "P", "O", "O", "C", "C", "C", "O", "C", "C", "C", "O", "C", "C", "C", "H", "H", "H", "H", "H", "H", "H", "H", "H", "H", "H", "H", "H", "H", "H", "H", "H", "H", "H", "H", "H", "H", "H", "H", "H", "H", "H", "H", "H", "H"],
  "xyz": [[1.74848, 1.76591, 0.88242], [3.75115, 1.83484, 1.25377], [4.09861, 3.15456, 1.84412], [3.23570, 4.20036, 1.16866], [1.82346, 3.75061, 1.28546], [4.03991, 1.06322, 1.84826], [4.23313, 1.69589, 0.36808], [5.15683, 3.38393, 1.73980], [3.87054, 3.10975, 2.90989], [3.47694, 4.25838, 0.10631], [3.39105, 5.18656, 1.60137], [1.19344, 4.28775, 0.69663], [1.49117, 3.88081, 2.23953], [-2.16621, 0.63317, 3.00756], [-2.91536, 0.92015, 1.72930], [-4.31180, 0.35593, 1.70756], [-2.15949, 0.26514, 0.61087], [-1.11927, 1.04103, -0.23606], [-0.16112, 1.84785, 0.60877], [-0.26594, -0.25233, -1.15309], [1.03959, -1.09910, -0.24779], [1.83042, -0.14061, 0.61268], [0.28075, -2.16419, 0.58286], [0.94455, -2.92454, 1.69286], [0.64045, -2.19892, 2.98074], [0.40398, -4.32973, 1.64904], [2.03560, -1.72975, -1.25370], [1.84509, -2.59704, -2.44787], [1.62564, -1.72185, -3.66071], [0.76540, -3.63180, -2.23920], [-1.78124, 2.02553, -1.23310], [-2.65845, 1.81951, -2.41751], [-1.79398, 1.60871, -3.63961], [-3.67620, 0.72656, -2.19458], [-2.66111, 1.13952, 3.83672], [-1.13690, 0.98780, 2.95145], [-2.16442, -0.43791, 3.21109], [-2.92680, 1.99189, 1.52323], [-4.27843, -0.73300, 1.76614], [-4.85903, 0.64703, 0.81404], [-4.85909, 0.72940, 2.57340], [0.20431, 0.22729, -2.01544], [-0.99209, -0.98376, -1.51305], [2.01697, -2.91512, 1.49015], [-0.43128, -2.21863, 3.18002], [0.97741, -1.16300, 2.94112], [1.15211, -2.69722, 3.80459], [-0.68551, -4.31547, 1.70475], [0.78409, -4.88302, 2.50817], [0.70683, -4.85918, 0.74870], [2.81256, -3.08643, -2.52000], [0.61284, -1.31218, -3.68772], [1.75510, -2.32442, -4.55989], [2.35083, -0.90845, -3.69597], [-0.21762, -3.17875, -2.08926], [0.98329, -4.28132, -1.39485], [0.70688, -4.25085, -3.13415], [-3.16167, 2.78002, -2.48685], [-1.37284, 0.60072, -3.66998], [-0.98967, 2.34345, -3.68459], [-2.40784, 1.72985, -4.53226], [-3.20831, -0.24981, -2.04682], [-4.30429, 0.65704, -3.08242], [-4.31917, 0.93820, -1.34366]],
  "forces_ev_per_a": [[0.029, 0.021, 0.187], [-0.124, 0.046, -0.073], [-0.060, -0.092, 0.034], [-0.084, -0.038, -0.079], [0.076, -0.099, 0.065], [-0.013, -0.003, 0.011], [0.045, 0.002, 0.019], [0.033, -0.001, -0.033], [0.020, 0.001, 0.006], [-0.002, 0.034, -0.002], [-0.014, 0.017, 0.049], [0.019, -0.017, -0.046], [-0.022, 0.059, -0.013], [0.010, -0.021, 0.043], [0.118, -0.047, -0.046], [-0.002, -0.074, 0.018], [-0.195, 0.075, 0.095], [0.017, -0.063, 0.033], [0.092, 0.097, -0.162], [0.047, 0.049, -0.001], [-0.052, 0.030, 0.041], [0.092, 0.057, -0.172], [0.074, -0.191, 0.094], [-0.047, 0.115, -0.043], [-0.022, 0.009, 0.039], [-0.072, -0.007, 0.020], [0.002, -0.016, -0.028], [-0.008, -0.017, 0.011], [-0.030, 0.047, -0.004], [-0.052, 0.037, 0.034], [-0.015, -0.003, -0.030], [-0.017, -0.006, 0.012], [0.049, -0.029, -0.003], [0.040, -0.052, 0.036], [0.005, -0.016, -0.002], [-0.034, -0.001, 0.000], [-0.006, 0.009, 0.005], [0.010, 0.020, -0.051], [-0.012, 0.030, 0.011], [0.012, -0.006, -0.023], [0.001, -0.001, -0.013], [-0.019, -0.018, 0.002], [0.013, 0.015, -0.026], [0.020, 0.011, -0.050], [0.009, -0.006, 0.004], [0.000, -0.031, 0.000], [-0.016, 0.003, -0.002], [0.030, -0.011, 0.010], [-0.002, 0.001, -0.013], [-0.006, 0.013, -0.021], [0.053, 0.011, 0.025], [0.033, -0.013, -0.003], [-0.009, 0.004, 0.012], [-0.013, -0.029, -0.001], [0.023, -0.008, -0.018], [0.013, 0.006, 0.013], [0.011, -0.012, 0.000], [0.010, 0.054, 0.025], [-0.013, 0.033, -0.002], [-0.029, -0.014, -0.001], [0.003, -0.008, 0.012], [-0.009, 0.023, -0.017], [-0.011, 0.011, 0.000], [0.005, 0.013, 0.015]],
  "lowdin_spin": [0.728, 0.076, 0.004, 0.004, 0.076, 0.001, 0.001, 0.002, 0.000, 0.000, 0.002, 0.001, 0.001, 0.000, 0.000, 0.000, 0.003, 0.006, 0.043, -0.001, 0.006, 0.042, 0.003, 0.000, 0.000, 0.000, 0.001, 0.000, 0.000, 0.000, 0.001, 0.000, 0.000, 0.000, 0.000, 0.000, 0.000, 0.000, 0.000, 0.000, 0.000, 0.000, 0.000, 0.000, 0.000, 0.000, 0.000, 0.000, 0.000, 0.000, 0.000, 0.000, 0.000, 0.000, 0.000, 0.000, 0.000, 0.000, 0.000, 0.000, 0.000, 0.000, 0.000, 0.000]
}



# 2
{
  "formula": "C32H49BrClInO2P",
  "method": "ωB97M-V/def2-TZVPD",
  "total_charge": -1,
  "homo_ev": [-4.65, -4.02],
  "e_above_lowest_kj_mol": 0.0,
  "mol_weight_g_mol": 726.89,
  "homo_lumo_gap_ev": [6.53, 6.15],
  "e_tot_ev": -135102.1154,
  "elements": ["In", "P", "Cl", "C", "H", "H", "C", "C", "C", "H", "C", "H", "H", "C", "H", "H", "C", "H", "H", "C", "H", "H", "H", "H", "C", "C", "H", "C", "H", "H", "C", "H", "H", "C", "H", "H", "C", "H", "H", "H", "H", "C", "H", "C", "H", "H", "C", "H", "H", "C", "H", "H", "C", "H", "H", "H", "H", "C", "C", "H", "C", "H", "C", "H", "H", "C", "H", "H", "C", "H", "H", "H", "H", "Br", "C", "C", "C", "C", "C", "C", "C", "O", "O", "H", "H", "H", "H"],
  "xyz": [[1.25364, -0.47423, 1.53786], [0.76447, -0.36579, -1.21897], [-0.21082, -2.37423, 1.68646], [3.05265, -1.43834, 1.02195], [3.26485, -2.46339, 1.36106], [3.92577, -0.92305, 0.59738], [-1.00738, -0.68478, -1.81852], [1.84045, -1.60043, -2.15301], [-1.37078, -2.17068, -1.70149], [-1.59919, -0.12099, -1.07120], [-2.86713, -2.42462, -1.94588], [-0.79356, -2.74237, -2.44353], [-1.09142, -2.55013, -0.70683], [-3.39491, -1.77439, -3.23249], [-3.03959, -3.50731, -1.98761], [-3.43408, -2.04832, -1.08295], [-2.90130, -0.33733, -3.43621], [-3.09442, -2.38397, -4.09546], [-4.49093, -1.78050, -3.21562], [-1.39079, -0.18002, -3.21714], [-3.15945, 0.00730, -4.44511], [-3.42345, 0.32197, -2.72899], [-0.84771, -0.76073, -3.97938], [-1.11785, 0.87212, -3.36787], [1.21044, 1.36449, -1.83966], [1.55259, -1.88024, -3.63397], [2.83648, -1.13358, -2.05243], [2.69494, -2.72015, -4.22021], [0.60827, -2.43540, -3.72798], [1.43784, -0.95935, -4.21888], [2.94152, -4.02323, -3.44892], [2.48162, -2.94563, -5.27202], [3.61312, -2.11762, -4.20004], [3.01790, -3.82139, -1.93444], [2.13636, -4.73554, -3.67307], [3.87272, -4.48286, -3.79844], [1.87911, -2.94328, -1.40961], [2.99235, -4.79014, -1.42209], [3.96978, -3.34035, -1.67135], [0.91988, -3.46640, -1.53057], [2.02249, -2.76137, -0.33790], [0.11322, 2.39189, -1.50344], [2.09029, 1.59607, -1.21045], [0.49807, 3.81162, -1.93545], [-0.82794, 2.11822, -2.00324], [-0.10865, 2.37689, -0.42556], [0.90777, 3.88769, -3.41300], [-0.34234, 4.49253, -1.74712], [1.33596, 4.15780, -1.31365], [1.98857, 2.86255, -3.77231], [0.02363, 3.71800, -4.04257], [1.27007, 4.89638, -3.64412], [1.65442, 1.43628, -3.30885], [2.14770, 2.85424, -4.85778], [2.93935, 3.16465, -3.31392], [0.85324, 1.04834, -3.95748], [2.53453, 0.79710, -3.47146], [-1.70270, 1.60981, 1.63287], [-1.03889, 0.99599, 2.55289], [-2.27571, 1.04581, 0.88297], [-0.08654, 1.65747, 3.52263], [-1.18292, -0.08381, 2.69460], [-0.28373, 3.17564, 3.57639], [-0.19808, 1.21748, 4.52084], [0.96770, 1.44915, 3.25417], [-0.58175, 3.78271, 2.20928], [-1.13309, 3.37393, 4.23706], [0.58945, 3.66224, 4.02123], [-1.80070, 3.10982, 1.55453], [-0.75672, 4.85985, 2.30688], [0.28632, 3.65719, 1.55198], [-2.70487, 3.46421, 2.08073], [-1.92572, 3.43625, 0.51329], [1.15339, -1.41864, 5.16756], [-0.20820, -0.74377, 6.32141], [0.11041, 0.09681, 7.39409], [-0.91794, 0.71153, 8.12269], [-2.25610, 0.48665, 7.77075], [-2.56237, -0.38184, 6.72132], [-1.53975, -1.04312, 6.02841], [-1.89049, -2.03040, 4.90157], [-1.47999, -3.18590, 5.11493], [-2.54095, -1.48776, 3.98961], [1.15536, 0.27506, 7.63374], [-0.67029, 1.37703, 8.94933], [-3.06495, 0.98308, 8.31116], [-3.59255, -0.56647, 6.41666]],
  "forces_ev_per_a": [[-0.114, -0.529, -0.570], [-0.705, 0.015, -0.607], [-0.048, -0.092, -0.008], [0.886, -0.178, -0.296], [0.120, 0.471, 0.220], [-0.117, -0.196, 0.243], [0.386, 0.365, 0.261], [-0.240, 0.388, 0.257], [-0.076, -0.274, 0.167], [0.055, -0.202, -0.209], [0.037, 0.229, 0.130], [-0.198, 0.171, 0.165], [-0.103, 0.098, -0.309], [0.097, -0.082, -0.049], [-0.021, 0.175, 0.073], [0.112, -0.024, -0.111], [-0.011, 0.013, 0.120], [0.051, 0.073, 0.058], [0.108, -0.038, -0.073], [-0.026, -0.042, -0.161], [-0.034, -0.025, 0.126], [0.059, -0.032, -0.061], [-0.150, 0.129, 0.169], [-0.113, -0.350, 0.006], [0.279, -0.448, 0.004], [0.086, 0.098, -0.164], [-0.069, -0.157, -0.090], [0.054, -0.017, 0.045], [0.261, 0.114, 0.023], [0.049, -0.280, 0.127], [-0.045, -0.092, -0.032], [0.080, 0.024, 0.093], [-0.067, -0.014, -0.027], [-0.085, 0.219, 0.002], [0.018, 0.104, 0.012], [-0.114, -0.020, -0.058], [0.040, -0.182, 0.171], [0.071, 0.117, -0.076], [-0.051, -0.054, -0.027], [0.250, 0.120, 0.038], [-0.173, -0.156, -0.309], [-0.196, -0.091, 0.057], [-0.169, 0.080, -0.156], [0.199, -0.032, -0.006], [0.236, 0.090, 0.137], [0.151, -0.072, -0.243], [-0.080, -0.127, 0.061], [0.157, -0.102, 0.014], [-0.087, -0.029, -0.059], [0.104, -0.011, 0.205], [0.050, -0.024, 0.067], [-0.086, -0.108, -0.007], [-0.227, 0.128, -0.290], [0.041, 0.036, 0.147], [-0.075, 0.032, -0.010], [0.240, 0.094, 0.196], [-0.240, 0.122, 0.059], [-1.729, 1.349, -2.035], [1.635, -1.879, 2.089], [-0.033, 0.095, 0.545], [-0.106, 0.547, 0.319], [0.048, 0.280, -0.162], [-0.176, -0.076, 0.189], [-0.115, 0.105, -0.160], [-0.425, -0.019, -0.037], [-0.144, -0.054, -0.282], [-0.018, 0.112, 0.024], [-0.051, -0.035, 0.017], [0.231, 0.431, 0.041], [0.047, -0.065, -0.030], [0.046, -0.017, 0.012], [0.120, -0.272, -0.137], [0.108, 0.023, 0.116], [0.125, 0.076, 0.356], [-0.698, 0.322, 0.622], [-0.159, 0.023, -0.260], [0.008, -0.240, -0.254], [0.133, -0.156, -0.155], [0.496, 0.039, 0.351], [0.239, 0.178, -0.248], [0.103, 0.163, 0.665], [-0.424, 0.172, -0.452], [-0.161, -0.410, -0.376], [-0.157, 0.086, -0.007], [-0.031, -0.161, -0.173], [0.270, -0.086, -0.093], [0.259, 0.040, 0.075]],
  "mulliken_charge": [0.726, -0.635, -0.462, -1.102, 0.454, 0.292, 1.518, 0.258, -0.672, -0.292, -0.959, 0.183, -0.164, -0.737, 0.417, 0.409, -0.994, 0.321, 0.392, -0.369, 0.385, 0.347, 0.164, 0.028, 0.532, -0.525, 0.707, -1.010, 0.258, 0.123, -0.687, 0.401, 0.355, -0.977, 0.318, 0.413, -0.102, 0.377, 0.348, 0.215, -0.116, 0.370, 0.810, -0.791, 0.246, -1.395, -0.727, 0.367, 0.379, -1.135, 0.334, 0.386, -0.414, 0.397, 0.394, 0.029, 0.351, -0.444, 0.284, 0.287, 0.505, 0.720, -1.223, -0.711, 0.142, -0.380, 0.350, 0.471, -1.030, 0.386, 0.067, 0.479, 0.289, -0.104, -0.127, -0.327, -0.547, -0.457, -0.434, 0.804, 0.204, -0.718, -0.695, 0.369, 0.352, 0.354, 0.395]
}



What is the formula in the first record?
C15H38CuN2O6P2